1.
53
Properties=species:S:1:pos:R:3:forces:R:3 method="wB97M-V/def2-TZVPD" multiplicity=2 e_lumo_ev="-0.4 / -1.1" relative_energy_ev=0.856 orbital_gap_ev="6.983 / 6.267"
Cu 13.696010 -26.594494 -24.293049 -1.5 0.1 0.1
Br 12.411076 -24.573605 -25.414553 0.6 -0.7 0.3
Br 11.781585 -27.589443 -22.550917 0.4 0.2 -0.1
C 16.766312 -25.732919 -25.804575 -2.6 0.9 0.4
O 15.619918 -25.892331 -25.370369 0.9 -0.3 -0.1
N 16.978755 -24.799755 -26.779429 1.0 -0.5 -0.2
N 17.838506 -26.355690 -25.287190 1.3 -0.4 -0.6
H 16.193926 -24.307918 -27.167693 -0.3 -0.3 0.0
H 17.796728 -24.904013 -27.357231 0.0 0.3 0.0
H 17.835438 -26.771757 -24.376250 -0.4 -0.1 0.0
H 18.720953 -26.260930 -25.760277 0.1 0.1 0.3
C 15.627585 -29.011947 -23.247349 0.1 1.3 -0.4
O 14.715167 -28.339868 -23.715261 0.3 -0.6 -0.2
N 16.688059 -29.425700 -24.017278 0.2 -0.4 0.6
N 15.737275 -29.295574 -21.921312 0.1 0.1 -1.2
H 17.501015 -29.752072 -23.527294 0.1 -0.2 -0.2
H 16.842212 -29.072646 -24.943936 -0.4 0.1 -0.1
H 14.984857 -29.011318 -21.317142 0.0 -0.3 0.2
H 16.541236 -29.836967 -21.678319 -0.2 -0.2 0.9
C 14.902173 -23.202684 -23.311970 0.4 0.3 -1.0
C 15.544295 -24.418042 -22.669749 0.1 0.0 0.1
C 16.112713 -24.010732 -21.282696 0.7 -1.4 -0.7
O 17.062573 -22.975198 -21.379133 -0.3 0.1 0.7
C 18.328602 -23.381387 -21.857066 -0.1 1.3 -0.7
N 14.644276 -25.589342 -22.549913 -0.7 0.7 0.4
H 14.933784 -23.205674 -24.403664 -0.3 -0.6 0.0
H 15.501126 -22.312927 -23.106363 -0.2 0.0 0.6
H 13.855370 -23.075141 -23.041090 0.1 0.1 0.2
H 16.338644 -24.832980 -23.291574 0.4 0.6 0.0
H 16.656571 -24.874870 -20.869129 -0.2 -0.2 0.1
H 15.307081 -23.818464 -20.574205 0.0 0.7 -0.1
H 19.032056 -22.599612 -21.567266 0.0 -0.1 0.4
H 18.324553 -23.296976 -22.949265 0.1 -0.7 -0.1
H 18.683251 -24.347562 -21.498062 -0.2 -0.2 0.0
H 13.829862 -25.288558 -22.006666 -0.3 -0.2 -0.3
H 15.105878 -26.220170 -21.895178 -0.1 -0.5 -0.4
C 12.345252 -29.744559 -27.499141 -0.1 -1.1 0.3
C 13.206946 -28.628936 -26.935842 -0.2 -0.2 0.1
C 13.745709 -27.629326 -27.930481 0.7 0.7 -0.6
O 14.665730 -28.240833 -28.821397 -0.3 -0.5 0.2
C 15.278576 -27.372848 -29.742685 0.2 -0.1 0.5
N 12.470284 -27.871550 -25.913890 -0.5 1.4 0.2
H 12.030582 -30.356233 -26.645971 -0.2 0.1 0.0
H 12.867788 -30.478077 -28.117810 0.3 0.4 -0.2
H 11.433082 -29.457872 -28.024157 0.1 0.4 0.0
H 14.054978 -29.077952 -26.411421 0.1 -0.1 -0.2
H 14.268276 -26.821818 -27.400694 -0.1 0.0 0.2
H 12.955322 -27.140787 -28.514645 -0.3 -0.1 0.1
H 15.909704 -28.028069 -30.337759 0.0 0.3 -0.3
H 15.912489 -26.638539 -29.227841 0.0 0.0 0.0
H 14.571806 -26.805548 -30.354360 -0.1 -0.2 -0.1
H 11.649633 -28.349786 -25.541654 0.7 -0.7 0.7
H 11.939684 -27.110089 -26.351121 0.7 0.4 -0.1

---

2.
51
Properties=species:S:1:pos:R:3:forces:R:3 method="wB97M-V/def2-TZVPD" total_charge=-1 e_lumo_ev=2.3 relative_energy_ev=5.222 orbital_gap_ev=6.507
Br -18.829610 -0.161390 -1.090040 0.0 0.1 -0.1
C -16.975430 -4.796970 4.567830 -4.6 1.5 2.2
C -15.702920 -5.356140 4.441180 3.8 -1.2 -0.3
C -15.783110 -6.906780 4.797450 0.7 1.0 0.0
O -16.261520 -7.261580 6.137850 0.6 0.3 -0.2
C -15.257980 -7.609900 7.160690 -1.1 0.3 -1.4
N -15.149300 -4.985950 3.092500 -0.3 -0.9 0.2
H -17.808440 -5.192430 3.986620 0.5 0.1 -1.1
H -16.979370 -3.707120 4.585550 -0.2 0.0 -0.3
H -17.399980 -5.110730 5.521460 0.2 0.3 0.7
H -15.000060 -4.880190 5.124960 -0.1 -0.1 0.6
H -14.789480 -7.319940 4.623990 -0.1 -0.4 -0.1
H -16.496830 -7.235580 4.042070 -0.1 -0.8 0.3
H -14.646460 -8.419490 6.762320 0.6 0.4 0.0
H -15.738670 -8.043800 8.037480 -0.6 0.2 -0.2
H -14.748330 -6.709300 7.503140 0.5 -0.2 -0.3
H -15.840710 -4.390900 2.658940 -0.2 -0.2 -0.4
H -14.353900 -4.368050 3.167510 0.3 -0.3 0.3
C -13.968660 3.644080 -0.659760 2.2 0.7 -2.2
C -14.900200 4.754150 -0.174500 -0.3 -1.1 -1.2
C -15.870440 5.259430 -1.314280 1.3 -0.2 1.1
O -16.271350 6.587590 -1.062870 -0.1 0.6 0.0
C -16.861270 7.129750 -2.250450 0.7 -0.9 0.7
N -15.553490 4.004640 0.841780 -2.2 -0.1 1.9
H -14.425780 2.778370 -1.139010 -0.9 0.4 -0.1
H -13.349270 3.134340 0.078230 -0.1 0.6 0.7
H -13.234760 3.993840 -1.385820 0.2 0.1 -0.4
H -14.469740 5.637370 0.297440 0.6 0.0 -0.4
H -16.738820 4.609370 -1.421090 -0.1 -0.2 0.1
H -15.302460 5.217370 -2.243640 0.1 0.0 -0.3
H -17.547250 6.345870 -2.571510 -0.5 0.5 -0.6
H -16.063260 7.242160 -2.984360 0.0 0.1 -0.4
H -17.309080 8.107480 -2.072690 -0.1 -0.3 0.3
H -14.857370 3.359130 1.186510 -0.3 0.0 0.6
H -16.212320 3.396960 0.376200 -0.5 -0.2 0.2
C -18.377000 -2.574900 -7.480170 3.0 -4.0 -5.6
O -17.939790 -3.198730 -8.483330 -0.3 0.0 1.2
N -19.062550 -1.541430 -7.602200 -4.1 5.9 -1.4
N -18.159470 -2.836880 -6.265070 2.0 -3.2 6.1
H -19.296270 -1.275820 -8.548200 -0.2 0.5 0.6
H -19.272060 -1.081360 -6.727820 -0.7 0.8 -1.0
H -18.568590 -2.305510 -5.509840 0.2 -0.4 0.0
H -17.721240 -3.719940 -6.045380 0.0 0.3 0.1
C -24.083450 4.473010 -1.075980 -2.5 -1.9 -1.8
O -24.984240 5.221700 -1.199100 -3.8 2.6 -0.2
N -24.078980 3.178510 -1.348720 -2.2 -4.0 -0.9
N -22.901250 4.754700 -0.824330 8.6 3.1 2.6
H -23.222080 2.653780 -1.246280 -0.8 -0.4 -0.4
H -24.909290 2.776140 -1.759560 0.4 -0.2 0.3
H -22.549520 5.688060 -0.665450 -0.2 -0.3 0.1
H -22.293770 3.953240 -0.730920 0.7 1.1 0.2

---

3.
46
Properties=species:S:1:pos:R:3:forces:R:3 method="wB97M-V/def2-TZVPD" total_charge=-1 e_lumo_ev=3.4 relative_energy_ev=0.000 orbital_gap_ev=9.703
F 36.549494 -18.719078 1.176648 -0.3 0.1 0.0
C 34.784590 -16.880682 -2.813615 0.1 0.3 0.2
C 35.685750 -17.559803 -1.798137 0.0 0.1 0.0
O 34.898392 -18.289697 -0.896167 -0.2 -0.1 0.1
H 34.025387 -16.300477 -2.286261 -0.1 -0.1 0.0
H 34.293014 -17.613166 -3.451420 0.0 0.0 -0.1
H 35.359723 -16.175677 -3.422805 0.0 -0.2 -0.1
H 36.268683 -16.796296 -1.265173 0.1 -0.1 -0.1
H 36.383574 -18.228449 -2.320471 0.1 0.1 0.0
H 35.437112 -18.478630 -0.097981 0.0 0.0 -0.1
C 33.418526 -18.990388 4.096068 -0.2 -0.1 0.2
C 34.392065 -20.091923 3.692859 0.0 0.0 0.4
O 34.524723 -20.213899 2.304910 0.3 0.2 -0.2
H 32.480778 -19.126238 3.550874 0.0 0.0 0.0
H 33.792315 -17.991283 3.877911 0.1 0.0 -0.1
H 33.182204 -19.048873 5.167104 0.1 0.0 -0.1
H 34.010990 -21.048065 4.076765 0.0 0.0 -0.1
H 35.370182 -19.941612 4.174841 -0.1 0.1 -0.1
H 35.246428 -19.623879 1.993959 -0.2 -0.2 0.0
C 37.886202 -22.146293 -1.875073 0.3 0.0 -0.2
C 37.264673 -20.949110 -1.189692 -0.1 0.1 0.2
O 37.607904 -20.998183 0.179979 -0.1 0.1 -0.1
H 38.979241 -22.063964 -1.913781 -0.1 0.1 0.1
H 37.529745 -22.245680 -2.903009 0.0 0.0 0.0
H 37.659222 -23.064276 -1.331984 -0.1 0.0 0.0
H 36.170152 -20.947201 -1.327096 0.2 -0.1 0.1
H 37.626662 -20.013314 -1.640375 0.1 -0.1 0.0
H 37.210889 -20.209555 0.610449 0.2 -0.1 0.0
C 36.370345 -15.708370 4.879108 0.1 0.0 0.2
C 36.693655 -16.785237 3.867727 -0.1 0.0 -0.2
O 35.807719 -16.665711 2.766562 0.0 0.0 0.1
H 36.996172 -15.816431 5.772792 0.0 0.0 -0.1
H 35.327969 -15.793967 5.188476 0.0 0.1 0.0
H 36.546798 -14.713534 4.469494 -0.1 0.0 -0.1
H 36.564113 -17.765600 4.342985 0.1 -0.1 0.0
H 37.726238 -16.692519 3.518633 0.0 -0.1 0.1
H 35.998212 -17.407800 2.154619 0.0 0.1 0.0
C 40.258125 -15.774857 0.370035 0.1 0.0 0.1
C 38.820396 -16.045372 0.760075 -0.2 0.3 -0.1
O 38.738323 -17.264445 1.446044 0.1 0.0 -0.2
H 40.892722 -15.815168 1.259225 0.0 0.0 0.0
H 40.363637 -14.785829 -0.083160 0.0 0.0 0.0
H 40.620323 -16.536976 -0.320868 0.0 0.0 -0.1
H 38.178770 -16.053841 -0.133779 0.1 0.0 0.0
H 38.447382 -15.214318 1.383456 0.0 -0.1 0.0
H 37.872634 -17.679015 1.245492 0.1 -0.4 0.2

---

Number 1: E -7817.1040 hartree. Number 2: E -3602.4994 hartree. Number 3: E -875.1457 hartree.